<P>
Density functional theory data (ωB97M-V/def2-TZVPD) for a cluster of 2 separate species, C6H18N2O in total.

Its highest occupied orbital energy is -8.5 eV. The structure (SMILES) is CCC[C@H](N)CNC.O. As for the frontier orbital gap: 9.40 eV.

Each line ends with the Mulliken charge.
Geometry (Å):
H  1.02  1.71  -1.05  0.369
H  -1.70  0.80  2.59  0.390
N  -1.31  1.02  -0.97  -0.183
H  -3.27  0.87  0.07  0.207
H  -2.90  -0.43  -1.10  0.287
H  0.93  -1.86  0.85  0.230
H  2.47  -0.48  -1.57  0.651
C  1.27  -2.41  -0.08  -1.143
H  0.76  -3.37  0.12  0.357
C  1.05  0.71  -0.41  -0.083
H  -0.65  -0.20  0.62  0.494
C  0.68  -1.75  -1.35  -0.059
C  1.40  -0.35  -1.45  -1.265
N  1.95  0.65  0.72  -0.571
H  2.27  1.54  1.17  0.259
H  -3.29  1.26  -1.64  0.357
C  -0.44  0.75  0.23  -0.838
H  2.33  -2.53  -0.07  0.322
H  2.95  0.30  0.46  0.252
C  -2.68  0.66  -0.97  -0.900
H  -0.87  0.12  3.54  0.307
O  -1.54  0.74  3.60  -0.651
H  -0.89  0.92  -1.82  0.190
H  1.09  0.16  -2.36  0.325
H  -0.57  1.72  0.82  0.310
H  -0.46  -1.62  -1.26  0.021
H  0.84  -2.24  -2.33  0.362

=====

<Q>
Density functional theory data (ωB97M-V/def2-TZVPD) for a cluster of 3 separate species, C6H18N2O in total.

Its highest occupied orbital energy (spin up / spin down) is -6.9 / -6.9 eV. As for the frontier orbital gap (spin up / spin down): 7.23 / 7.23 eV.

Each line ends with the Mulliken charge.
Geometry (Å):
H  -0.60  -1.26  -2.58  0.314
H  -2.74  -0.86  1.43  0.426
H  -1.33  0.86  2.69  0.239
H  -2.24  -0.14  -0.09  0.373
H  -0.72  1.46  1.15  0.115
H  0.26  0.09  -3.32  0.351
H  -0.86  -0.83  0.46  0.205
C  1.58  0.75  -1.02  -0.339
H  2.53  2.60  -1.61  0.400
H  1.57  1.06  0.03  0.321
C  -1.58  0.99  1.63  -0.784
H  1.17  -1.32  -2.70  0.331
H  -2.41  1.70  1.59  0.347
N  0.36  -0.02  -1.23  0.084
H  1.01  -1.22  1.33  0.373
H  2.47  0.11  -1.15  0.333
H  1.81  1.72  -2.96  0.326
H  0.75  -0.62  2.95  0.283
N  0.57  -1.34  2.27  -0.270
C  1.68  1.99  -1.91  -1.362
H  -0.81  -2.63  1.46  0.348
C  -1.92  -0.33  0.95  -0.632
H  0.77  2.59  -1.82  0.316
C  0.31  -0.66  -2.53  -1.070
O  0.32  -1.05  -0.26  -0.812
C  -0.64  -1.85  2.19  -0.647
H  -1.30  -1.79  3.05  0.430

=====

Which structure loses on stability? <Q> does.

=====

<P>
Density functional theory data (ωB97M-V/def2-TZVPD) for the molecule CH2O2S.

Its highest occupied orbital energy is -9.3 eV. The structure (SMILES) is OOC=S. As for the frontier orbital gap: 8.92 eV.

Each line ends with the Mulliken charge.
Geometry (Å):
C  1.56  -0.13  -0.67  0.086
S  2.48  -0.42  -1.87  -0.213
O  -0.78  -0.30  0.20  -0.349
O  0.02  -0.73  -0.80  -0.189
H  -1.70  -0.10  -0.33  0.346
H  1.89  0.11  0.33  0.319

=====

<Q>
Density functional theory data (ωB97M-V/def2-TZVPD) for the molecule CH2O2S.

Its highest occupied orbital energy is -9.4 eV. The structure (SMILES) is O=CSO. As for the frontier orbital gap: 9.62 eV.

Each line ends with the Mulliken charge.
Geometry (Å):
C  1.08  0.48  0.07  0.180
O  -1.54  -0.46  0.03  -0.502
O  2.23  0.52  0.23  -0.326
S  -0.07  -1.25  0.37  0.022
H  -1.92  -0.45  -0.82  0.334
H  0.22  1.16  0.13  0.290

=====

Which structure loses on stability? <P> does.

=====

<P>
Density functional theory data (ωB97M-V/def2-TZVPD) for a cluster of 2 separate species, C3H8S in total.

Its highest occupied orbital energy is -9.5 eV. As for the frontier orbital gap: 6.37 eV.

Each line ends with the Mulliken charge.
Geometry (Å):
H  -2.18  1.32  -0.77  0.296
H  -0.36  -1.15  -0.60  0.216
H  -1.97  -1.12  -1.37  0.301
H  -0.57  1.06  -1.47  0.243
H  -1.18  1.24  1.51  0.311
H  -0.24  2.38  0.52  0.313
H  0.42  0.80  0.81  -0.099
S  1.77  -0.69  0.43  -0.147
H  -1.79  -1.03  0.38  0.291
C  -1.21  0.82  -0.63  -0.139
C  -1.37  -0.69  -0.57  -0.967
C  -0.54  1.35  0.63  -0.619

=====

<Q>
Density functional theory data (ωB97M-V/def2-TZVPD) for a cluster of 2 separate species, C3H8S in total.

Its highest occupied orbital energy is -9.0 eV. The structure (SMILES) is C=C.CS. As for the frontier orbital gap: 10.05 eV.

Each line ends with the Mulliken charge.
Geometry (Å):
H  2.77  -1.34  1.18  0.245
H  2.72  -0.03  -1.57  0.225
H  -1.38  1.96  -0.80  0.260
H  -0.49  -0.49  0.69  0.090
H  -2.67  1.80  0.44  0.255
H  -0.94  1.83  0.90  0.269
C  -1.66  1.52  0.15  -0.695
C  2.33  -0.55  -0.71  -0.472
S  -1.69  -0.32  0.02  -0.188
C  2.98  -0.56  0.45  -0.446
H  3.90  -0.01  0.60  0.246
H  1.41  -1.12  -0.81  0.212

=====

Which structure loses on stability? <P> does.

=====

<P>
Density functional theory data (ωB97M-V/def2-TZVPD) for the molecule C18H20N2O4S.

Its highest occupied orbital energy is -8.8 eV. The structure (SMILES) is O=C1C[C@@H](c2ccc(S(=O)(=O)NCCOc3ccccc3)cc2)CN1. As for the frontier orbital gap: 9.30 eV.

Each line ends with the Mulliken charge.
Geometry (Å):
H  -4.27  2.37  2.22  0.338
C  3.64  0.72  0.31  -0.778
H  -3.36  2.66  0.73  0.333
C  1.32  -0.51  1.15  -0.067
C  -0.75  -0.27  -1.83  0.105
C  -1.08  1.19  0.02  0.057
C  -2.88  0.75  1.73  -0.004
O  -2.06  4.13  2.66  -0.667
H  0.42  -1.02  1.45  0.492
H  2.47  -1.23  -2.99  0.392
S  -0.02  -0.58  -3.44  1.396
H  2.60  -2.89  -3.62  0.331
H  -2.60  0.27  3.85  0.332
C  2.12  -2.82  -1.53  -0.706
H  -2.05  -1.96  -1.96  0.392
H  -0.81  2.09  0.56  0.409
C  -1.77  -1.09  -1.38  -0.721
O  1.41  -2.09  -0.56  -0.395
H  3.72  -0.75  -1.23  0.332
O  1.03  0.37  -3.66  -0.703
C  -0.40  0.86  -1.14  -0.868
C  -2.11  0.39  0.49  0.718
H  -1.16  -0.04  2.85  0.179
H  0.40  1.48  -1.52  0.575
H  4.55  1.19  -0.02  0.393
H  -3.24  -1.40  0.13  0.390
C  -2.44  -0.77  -0.22  -1.384
C  -2.01  0.63  3.00  -0.541
H  1.26  0.97  2.69  0.325
H  1.65  -3.81  -1.52  0.394
C  1.79  0.59  1.82  -0.293
C  2.96  1.22  1.40  -0.687
N  -1.56  1.98  3.23  -0.110
H  3.17  -2.94  -1.23  0.414
H  0.07  -2.85  -3.29  0.267
C  2.04  -2.24  -2.94  -0.682
C  -2.25  2.94  2.57  0.284
C  -3.30  2.23  1.73  -0.861
N  0.70  -2.08  -3.43  -0.229
H  -3.75  0.10  1.81  0.816
C  3.17  -0.39  -0.38  -0.633
H  -0.86  2.21  3.91  0.212
C  1.99  -1.00  0.03  0.754
O  -1.10  -0.68  -4.37  -0.721
H  3.33  2.08  1.93  0.420

=====

<Q>
Density functional theory data (ωB97M-V/def2-TZVPD) for the molecule C18H20N2O4S.

Its highest occupied orbital energy is -8.4 eV. The structure (SMILES) is CCN1C(=O)c2cccc3c(S(=O)(=O)NC[C@H]4CCCO4)ccc1c23. As for the frontier orbital gap: 7.77 eV.

Each line ends with the Mulliken charge.
Geometry (Å):
C  -3.67  -0.21  0.59  0.159
C  -1.97  -0.13  -0.95  0.041
C  -2.19  -1.49  2.37  -0.533
O  -4.77  -0.04  1.05  -0.669
H  2.04  3.93  -0.93  0.322
C  3.25  0.56  0.64  -1.224
H  3.37  -0.24  1.37  0.371
H  4.12  1.22  0.68  0.451
H  3.59  3.66  0.90  0.227
C  2.20  2.44  2.03  -0.822
H  1.16  0.68  1.22  -0.353
O  1.57  2.07  -0.23  -0.393
S  2.40  -1.51  -0.81  1.416
O  2.75  -2.31  0.32  -0.715
C  -0.89  -2.01  2.54  -0.762
H  -5.18  0.76  -1.22  0.379
H  -2.92  -1.59  3.15  0.505
C  -4.16  0.93  -1.58  -0.761
C  1.97  1.37  0.95  1.179
C  -1.47  -0.79  0.20  1.996
H  -1.45  0.53  -2.93  0.474
N  -3.28  0.20  -0.69  0.123
H  3.00  2.15  2.71  0.418
H  -2.81  2.59  -1.88  0.291
H  2.98  0.58  -1.39  0.362
H  -4.50  2.94  -2.26  0.377
H  -3.97  2.83  -0.58  0.307
C  1.65  3.47  -0.02  -0.581
O  2.70  -1.99  -2.13  -0.745
C  0.09  -1.92  1.58  -0.585
C  2.54  3.67  1.20  -0.600
H  -4.06  0.51  -2.58  0.361
C  -1.13  0.04  -2.02  -1.008
H  0.86  -0.33  -2.73  0.506
C  -3.84  2.42  -1.58  -1.044
H  -0.66  -2.50  3.47  0.406
C  0.66  -1.07  -0.78  0.518
H  1.07  -2.34  1.75  0.634
H  0.64  3.86  0.17  0.299
H  2.33  4.61  1.71  0.436
H  1.29  2.60  2.59  0.345
C  -2.48  -0.88  1.17  -0.546
C  -0.18  -1.29  0.34  -0.477
N  3.23  -0.07  -0.65  -0.283
C  0.18  -0.44  -1.90  -0.804

=====

Which structure loses on stability? <P> does.

=====

<P>
Density functional theory data (ωB97M-V/def2-TZVPD) for the molecule CH2O2S3.

Its highest occupied orbital energy is -10.0 eV. The structure (SMILES) is O=S1(=O)S[C@H]1S. As for the frontier orbital gap: 9.60 eV.

Each line ends with the Mulliken charge.
Geometry (Å):
S  2.24  -0.71  -1.29  0.913
H  1.07  0.54  0.46  0.411
C  0.79  -0.09  -0.39  -0.268
O  3.54  -0.22  -0.92  -0.526
O  2.13  -2.03  -1.79  -0.529
S  -0.55  -1.30  -0.11  -0.125
S  1.00  0.73  -2.07  -0.044
H  0.21  -2.08  -0.79  0.169

=====

<Q>
Density functional theory data (ωB97M-V/def2-TZVPD) for the molecule CH2O2S3.

Its highest occupied orbital energy is -8.5 eV. As for the frontier orbital gap: 7.95 eV.

Each line ends with the Mulliken charge.
Geometry (Å):
H  -0.99  -1.57  0.96  0.313
O  1.93  0.77  1.23  -0.398
H  1.72  1.91  -1.21  0.360
S  2.40  0.16  0.07  0.573
O  1.79  0.93  -1.19  -0.411
C  -0.44  -0.76  0.50  -0.062
S  0.97  -1.59  -0.02  -0.137
S  -0.81  0.80  0.35  -0.239

=====

Which structure loses on stability? <P> does.

=====

<P>
Density functional theory data (ωB97M-V/def2-TZVPD) for a cluster of 2 separate species, CH4ClN2P in total.

Its highest occupied orbital energy is -7.3 eV. As for the frontier orbital gap: 7.10 eV.

Each line ends with the Mulliken charge.
Geometry (Å):
H  -0.89  1.28  1.23  0.299
N  -0.29  -0.27  0.06  0.397
H  -1.83  1.25  -0.17  0.314
P  2.27  -1.34  -0.65  0.087
N  -0.26  -1.31  -0.49  -0.501
Cl  2.46  0.24  0.44  -0.155
H  2.04  -0.58  -1.78  0.053
H  -2.22  0.15  0.83  0.311
C  -1.27  0.59  0.52  -0.806

=====

<Q>
Density functional theory data (ωB97M-V/def2-TZVPD) for a structure of composition CH4ClN2P.

Its highest occupied orbital energy (spin up / spin down) is -7.6 / -7.6 eV. As for the frontier orbital gap (spin up / spin down): 7.55 / 7.55 eV.

Each line ends with the Mulliken charge.
Geometry (Å):
Cl  -3.60  -0.69  -0.07  -0.165
H  2.23  0.54  1.04  0.243
H  2.28  -0.07  -0.67  0.257
C  1.80  -0.14  0.27  -0.546
H  1.98  -1.29  0.55  0.230
P  -2.37  0.84  0.02  0.174
H  -2.22  1.16  -1.32  0.070
N  0.42  0.14  0.28  0.144
N  -0.51  -0.49  -0.09  -0.408

=====

<R>
Density functional theory data (ωB97M-V/def2-TZVPD) for a cluster of 2 separate species, CH4ClN2P in total.

Its highest occupied orbital energy is -8.7 eV. As for the frontier orbital gap: 9.50 eV.

Each line ends with the Mulliken charge.
Geometry (Å):
C  1.64  -0.40  -0.35  -0.472
H  1.18  0.20  -1.21  0.255
H  -1.46  1.07  0.33  0.050
N  2.16  0.69  1.64  -0.599
P  -2.07  0.30  -0.64  0.075
H  1.92  -1.45  -0.42  0.253
Cl  -2.05  -1.47  0.24  -0.161
N  1.92  0.28  0.63  0.555
H  -3.24  0.78  -0.22  0.043

=====

Which structure loses on stability? <P> does.